170
Properties=species:S:1:pos:R:3:forces:R:3 method="wB97M-V/def2-TZVPD" de_lowest_kj_mol=181.5 total_energy_ev=-78633.8859 smiles=COC[C@H](C)N.COC[C@H](C)N.COC[C@H](C)N.COC[C@H](C)N.COC[C@H](C)N.COC[C@H](C)N.COC[C@H](C)N.COC[C@H](C)N.COC[C@H](C)N.COC[C@H](C)N homo_ev=-8.89 charge=0
C -5.036 -4.276 -0.039 -0.375 -0.149 -0.476
C -3.930 -4.934 -0.889 -0.455 0.289 -0.018
C -2.962 -3.834 -1.335 0.539 0.117 0.425
O -2.169 -4.083 -2.486 -0.399 -0.305 -0.219
C -1.123 -5.034 -2.356 -0.358 0.364 -0.387
N -3.333 -6.008 -0.091 0.378 -0.038 0.074
H -5.436 -3.369 -0.497 0.393 0.122 0.057
H -4.653 -4.086 0.962 -0.067 0.121 0.013
H -5.934 -4.896 0.023 0.279 -0.398 0.266
H -4.377 -5.350 -1.799 -0.056 0.166 -0.142
H -2.297 -3.523 -0.519 -0.016 -0.269 0.263
H -3.547 -2.940 -1.551 -0.035 -0.102 -0.357
H -0.275 -4.596 -1.824 0.067 -0.148 0.186
H -0.827 -5.273 -3.377 0.178 0.049 0.019
H -1.450 -5.971 -1.908 0.073 0.039 0.099
H -2.360 -6.162 -0.312 -0.024 0.067 0.078
H -3.802 -6.890 -0.251 -0.116 0.042 0.062
C 2.565 5.327 -0.830 0.219 -0.794 0.374
C 1.294 6.155 -0.748 -0.614 -0.890 -0.139
C 1.339 7.117 0.429 0.481 0.137 -0.550
O 1.528 6.371 1.615 0.436 -0.120 0.241
C 1.680 7.224 2.733 -1.338 0.163 -0.028
N 0.934 6.784 -2.026 0.592 0.067 -0.020
H 2.640 4.589 -1.634 -0.630 0.271 -0.332
H 2.595 4.696 0.062 0.524 0.318 0.200
H 3.467 5.934 -0.948 -0.033 0.152 0.386
H 0.454 5.492 -0.509 0.104 -0.174 -0.061
H 0.420 7.707 0.483 -0.046 0.038 -0.041
H 2.191 7.791 0.261 -0.017 0.235 0.212
H 2.552 7.875 2.677 0.091 -0.041 -0.079
H 1.655 6.675 3.674 0.462 -0.444 -0.252
H 0.756 7.815 2.787 0.258 0.512 0.040
H 1.804 7.121 -2.438 -0.132 0.397 0.082
H 0.724 6.007 -2.647 -0.353 0.098 -0.001
C 5.525 3.455 -2.819 -0.182 -0.363 -0.904
C 5.589 2.961 -1.399 -0.163 -0.632 -0.227
C 4.466 1.936 -1.009 1.178 0.625 -0.171
O 4.833 0.671 -1.563 -0.557 0.244 0.772
C 3.857 -0.288 -1.222 -0.614 -0.490 -0.834
N 6.916 2.354 -1.177 -0.463 0.348 0.258
H 6.298 4.211 -2.948 -0.150 0.087 -0.182
H 4.540 3.830 -3.104 0.045 0.346 0.298
H 5.700 2.663 -3.554 0.249 -0.132 0.185
H 5.541 3.877 -0.807 -0.298 -0.323 0.521
H 3.457 2.199 -1.335 0.017 0.230 -0.168
H 4.470 1.909 0.086 -0.156 -0.364 0.129
H 2.903 -0.061 -1.714 -0.064 0.185 0.027
H 3.624 -0.403 -0.160 0.459 0.269 0.172
H 4.152 -1.258 -1.624 0.308 0.050 0.116
H 6.922 2.033 -0.213 0.284 -0.079 -0.024
H 6.953 1.513 -1.744 0.064 -0.012 0.052
C 1.077 1.669 0.653 0.144 -0.876 -0.236
C -0.355 1.189 0.756 -1.001 1.292 -0.329
C -0.693 0.040 -0.170 -0.101 -0.634 -0.526
O -0.455 0.393 -1.524 0.152 0.742 0.248
C -0.902 -0.548 -2.458 -0.204 0.248 -0.665
N -0.816 0.959 2.131 0.015 -0.159 0.000
H 1.750 0.875 0.990 0.046 0.078 0.210
H 1.280 2.578 1.216 -0.110 0.051 -0.043
H 1.300 1.805 -0.406 0.032 0.310 0.051
H -1.013 2.001 0.402 0.339 0.117 -0.552
H -1.765 -0.164 -0.058 -0.041 -0.209 0.104
H -0.137 -0.889 0.008 0.035 0.020 0.478
H -0.377 -1.504 -2.372 -0.181 -0.143 0.123
H -0.712 -0.138 -3.453 0.384 0.017 0.071
H -1.992 -0.669 -2.472 -0.028 -0.311 0.530
H -1.837 0.862 2.105 0.328 -0.205 -0.045
H -0.772 1.871 2.583 0.401 -0.217 0.345
C -3.060 2.089 5.936 0.640 0.844 -0.667
C -2.651 3.488 5.458 0.795 0.096 0.234
C -1.112 3.685 5.462 -0.542 0.120 -0.110
O -0.505 3.003 4.381 0.168 -0.374 0.674
C 0.877 3.257 4.367 0.575 0.716 -0.925
N -3.203 3.896 4.177 -0.314 0.120 -0.181
H -2.597 1.378 5.250 -0.232 -0.316 0.150
H -4.143 1.992 5.960 0.009 -0.137 -0.007
H -2.628 1.982 6.930 -0.172 -0.341 0.054
H -3.020 4.210 6.193 -0.039 0.019 0.049
H -0.646 3.385 6.408 -0.085 -0.103 0.073
H -0.922 4.759 5.327 0.041 0.101 0.101
H 1.046 4.325 4.175 0.001 0.079 0.083
H 1.331 2.746 3.517 -0.183 -0.253 0.054
H 1.462 3.012 5.259 -0.507 -0.330 0.288
H -2.940 3.290 3.406 0.123 -0.310 0.255
H -2.789 4.797 3.956 -0.232 0.081 -0.125
C 7.195 0.166 4.812 0.410 -0.188 -0.205
C 6.387 1.453 4.816 -0.140 -0.798 -1.066
C 4.915 1.119 4.514 0.415 -0.071 0.820
O 4.805 0.368 3.332 0.033 0.291 -0.576
C 3.483 -0.110 3.162 0.104 -0.165 1.216
N 6.531 2.087 6.112 -0.100 1.137 0.225
H 7.027 -0.448 3.928 -0.102 0.250 -0.119
H 6.965 -0.474 5.667 -0.023 0.223 0.181
H 8.256 0.424 4.823 0.042 -0.156 0.179
H 6.752 2.076 3.988 0.047 0.065 -0.005
H 4.287 2.015 4.450 0.030 0.140 0.031
H 4.584 0.532 5.382 -0.277 -0.050 -0.027
H 3.319 -0.873 3.934 -0.179 -0.205 -0.199
H 3.316 -0.555 2.187 0.220 0.151 -0.077
H 2.757 0.679 3.387 -0.090 0.106 -0.414
H 7.513 2.219 6.340 0.086 -0.572 -0.059
H 6.248 3.064 6.032 -0.454 -0.163 0.090
C -5.611 0.530 -5.398 0.217 0.016 -0.615
C -4.632 -0.632 -5.651 -0.596 1.226 0.205
C -3.255 -0.049 -5.949 0.289 -0.605 0.181
O -3.282 0.764 -7.094 -0.170 -0.686 -0.018
C -2.039 1.306 -7.478 -0.025 0.235 -0.116
N -4.547 -1.438 -4.441 -0.062 -1.359 0.277
H -6.641 0.197 -5.263 0.057 -0.102 0.226
H -5.606 1.187 -6.269 -0.032 -0.057 -0.039
H -5.282 1.142 -4.557 -0.061 -0.199 0.193
H -5.032 -1.227 -6.479 0.388 0.157 -0.333
H -2.556 -0.892 -6.052 0.120 0.019 -0.335
H -2.881 0.504 -5.077 -0.266 0.168 0.135
H -2.007 2.336 -7.112 0.301 0.062 -0.225
H -1.985 1.256 -8.566 -0.064 0.329 0.009
H -1.151 0.776 -7.120 -0.249 -0.226 0.319
H -3.906 -2.224 -4.574 0.527 0.446 -0.047
H -5.401 -1.995 -4.398 -0.317 0.537 0.315
C 0.153 -2.440 -5.750 0.045 -0.180 0.411
C 0.936 -3.612 -6.329 0.289 1.098 -0.877
C 1.758 -4.433 -5.332 -1.508 -0.567 0.084
O 2.489 -5.416 -6.046 0.176 0.243 0.519
C 2.977 -6.395 -5.162 0.434 -0.606 0.403
N 0.089 -4.422 -7.221 0.529 -1.451 0.985
H -0.228 -1.797 -6.543 0.056 -0.127 -0.124
H 0.773 -1.822 -5.097 0.017 -0.042 0.020
H -0.713 -2.778 -5.171 0.040 -0.070 0.095
H 1.636 -3.183 -7.057 0.312 0.082 0.340
H 1.038 -4.995 -4.715 -0.094 0.172 0.205
H 2.363 -3.858 -4.625 0.291 0.207 -0.359
H 3.508 -5.991 -4.292 0.317 0.418 -0.307
H 3.639 -7.055 -5.717 0.067 0.093 -0.029
H 2.226 -7.028 -4.671 -0.552 0.143 -0.493
H -0.704 -4.824 -6.713 -0.179 0.576 0.158
H 0.679 -5.263 -7.252 -0.240 0.028 -0.994
C -3.884 -0.854 3.120 -1.195 0.592 0.450
C -4.157 -0.061 1.840 0.701 -0.769 0.526
C -5.589 -0.208 1.338 0.452 0.640 0.038
O -5.681 0.385 0.044 -0.271 -0.948 -0.119
C -5.189 -0.530 -0.925 0.503 0.612 -0.713
N -3.808 1.355 2.053 -0.728 0.238 -0.581
H -3.858 -1.934 2.980 0.098 0.019 -0.182
H -4.735 -0.637 3.779 0.167 -0.190 0.326
H -2.991 -0.504 3.635 0.134 -0.095 -0.185
H -3.454 -0.505 1.131 -0.114 0.413 -0.383
H -6.226 0.386 1.998 -0.121 -0.052 -0.009
H -5.945 -1.241 1.370 0.047 -0.091 -0.262
H -5.784 -1.439 -1.029 -0.126 0.030 0.320
H -4.140 -0.773 -0.733 -0.049 -0.348 0.182
H -5.151 -0.068 -1.912 -0.344 0.282 0.113
H -3.890 1.826 1.151 0.275 -0.167 -0.108
H -4.602 1.787 2.529 0.245 -0.086 0.487
C -0.804 -3.223 1.731 -0.724 -0.408 0.377
C -0.292 -2.756 3.093 0.862 -0.443 -0.647
C 0.401 -3.911 3.813 -0.393 0.327 1.117
O -0.518 -4.979 3.999 0.551 -0.368 -0.843
C 0.041 -6.003 4.811 -0.135 1.064 0.119
N 0.660 -1.669 2.839 -0.293 0.558 0.025
H -0.064 -3.340 0.939 0.334 0.338 0.237
H -1.579 -2.517 1.421 0.022 -0.086 -0.304
H -1.257 -4.209 1.863 -0.282 0.118 -0.087
H -1.167 -2.440 3.668 0.020 -0.072 0.222
H 0.693 -3.615 4.831 0.156 0.430 -0.033
H 1.339 -4.199 3.327 -0.190 -0.228 -0.414
H 0.114 -5.562 5.812 -0.100 -0.574 0.305
H 1.063 -6.276 4.532 -0.073 -0.089 -0.354
H -0.626 -6.857 4.749 0.048 -0.045 0.236
H 0.119 -0.946 2.355 0.229 -0.081 -0.116
H 0.899 -1.131 3.670 -0.006 -0.503 0.329